Record 1
Formula: C4H12N4O
Source: the Open Molecules 2025 dataset
Level of theory: ωB97M-V/def2-TZVPD

Its total charge is 0. The value obtained for the energy relative to the best compared isomer or geometry (same formula, charge and spin) is 1.724 eV. For the largest force on an atom, the calculation gives 2.5 eV/A. Its SMILES is CC(C)(/N=C(/N)O)NN. The total energy comes out at -453.8388 hartree. For the HOMO energy, the calculation gives -0.3123 Eh.

Element x y z (Å)
1 C -0.07 1.59 -1.16
2 C 0.07 0.11 -0.76
3 C -0.20 -0.75 -2.01
4 N -0.90 -0.27 0.26
5 C -0.70 0.18 1.45
6 N -1.45 -0.25 2.50
7 O 0.05 1.24 1.80
8 N 1.46 -0.13 -0.22
9 N 1.72 -1.51 0.18
10 H 0.56 1.82 -2.03
11 H -1.11 1.81 -1.43
12 H 0.22 2.28 -0.37
13 H -0.19 -1.82 -1.78
14 H -1.20 -0.53 -2.41
15 H 0.53 -0.55 -2.80
16 H -1.98 -1.07 2.25
17 H -0.93 -0.38 3.36
18 H -0.31 1.65 2.60
19 H 1.72 0.57 0.48
20 H 0.91 -1.86 0.71
21 H 1.77 -2.12 -0.63

***

Record 2
Formula: C14H24F6N2O9S2
Source: the Open Molecules 2025 dataset
Level of theory: ωB97M-V/def2-TZVPD

Its total charge is 0. For the largest force on an atom, the calculation gives 6.1 eV/A. The total energy comes out at -2729.8816 hartree. For the HOMO energy, the calculation gives -0.3038 Eh.

Element x y z (Å)
1 O 31.60 -33.80 -34.95
2 H 31.94 -32.95 -35.23
3 H 32.23 -34.52 -34.92
4 H 30.94 -34.03 -35.61
5 C 29.21 -37.06 -35.40
6 F 29.99 -36.91 -34.32
7 F 29.94 -37.68 -36.31
8 F 28.14 -37.78 -35.28
9 S 28.50 -35.39 -36.23
10 O 27.67 -35.61 -37.39
11 O 27.77 -34.84 -35.10
12 N 29.90 -34.47 -36.61
13 S 29.68 -33.98 -38.08
14 O 29.97 -34.89 -39.18
15 O 28.47 -33.14 -38.36
16 C 31.25 -32.89 -38.18
17 F 32.40 -33.52 -37.89
18 F 31.24 -32.52 -39.47
19 F 31.15 -31.85 -37.32
20 C 35.42 -29.53 -36.23
21 O 35.07 -30.60 -35.32
22 C 36.23 -31.05 -34.56
23 C 35.65 -32.21 -33.63
24 N 34.93 -33.25 -34.37
25 C 34.73 -34.44 -33.55
26 C 34.53 -35.76 -34.37
27 O 33.67 -35.56 -35.51
28 C 33.42 -36.72 -36.18
29 H 36.38 -29.69 -36.73
30 H 35.45 -28.64 -35.61
31 H 34.61 -29.29 -36.91
32 H 36.64 -30.17 -34.07
33 H 36.95 -31.43 -35.28
34 H 34.96 -31.90 -32.85
35 H 36.54 -32.55 -33.10
36 H 35.40 -33.42 -35.25
37 H 33.83 -34.55 -32.95
38 H 35.67 -34.55 -33.01
39 H 33.94 -36.42 -33.73
40 H 35.48 -36.27 -34.53
41 H 33.98 -37.63 -35.98
42 H 33.42 -36.45 -37.24
43 H 32.44 -37.07 -35.87
44 C 32.30 -28.37 -32.95
45 C 32.99 -29.21 -33.88
46 C 32.47 -30.57 -33.84
47 C 31.57 -31.03 -32.85
48 C 31.06 -30.22 -31.93
49 C 31.40 -28.89 -32.06
50 O 30.98 -28.03 -31.00
51 O 32.78 -31.41 -34.84
52 H 32.64 -27.34 -32.89
53 H 33.72 -28.72 -34.50
54 H 31.26 -32.06 -32.86
55 H 30.32 -30.51 -31.19
56 H 31.65 -27.36 -30.90
57 H 33.69 -31.21 -35.07

***

Record 3
Formula: C16H33FO12S
Source: the Open Molecules 2025 dataset
Level of theory: ωB97M-V/def2-TZVPD

Its total charge is 0. For the largest force on an atom, the calculation gives 0.6 eV/A. The total energy comes out at -2030.2735 hartree. For the HOMO energy, the calculation gives -0.3934 Eh.

Element x y z (Å)
1 C 0.33 0.07 7.17
2 C -0.18 1.19 6.27
3 C -1.64 1.02 5.87
4 C -2.09 2.05 4.85
5 O -2.40 1.11 7.11
6 S -3.92 0.64 7.09
7 O -4.39 0.82 8.43
8 O -3.56 -1.05 6.97
9 F -4.14 -1.45 5.74
10 H -0.35 -0.12 8.00
11 H 1.31 0.32 7.59
12 H 0.44 -0.86 6.61
13 H 0.39 1.23 5.35
14 H -0.07 2.16 6.76
15 H -1.77 0.01 5.47
16 H -1.92 1.67 3.85
17 H -3.15 2.30 4.95
18 H -1.53 2.98 4.96
19 C 0.46 -0.71 -0.72
20 C -0.22 0.13 0.34
21 O 0.72 0.77 1.23
22 C 1.30 1.86 0.75
23 O 1.11 2.35 -0.33
24 O 2.13 2.34 1.68
25 C 2.84 3.52 1.29
26 H 1.13 -1.44 -0.27
27 H -0.29 -1.23 -1.31
28 H 1.05 -0.08 -1.39
29 H -0.82 -0.49 1.00
30 H -0.86 0.89 -0.10
31 H 2.15 4.29 0.97
32 H 3.54 3.30 0.49
33 H 3.38 3.84 2.18
34 C 3.03 -6.27 -2.67
35 C 1.87 -5.41 -2.25
36 O 2.20 -4.01 -2.31
37 C 2.14 -3.47 -3.53
38 O 1.81 -4.02 -4.54
39 O 2.50 -2.19 -3.43
40 C 2.48 -1.46 -4.66
41 H 3.92 -6.04 -2.08
42 H 2.78 -7.33 -2.52
43 H 3.26 -6.12 -3.73
44 H 1.61 -5.57 -1.20
45 H 0.99 -5.59 -2.86
46 H 1.52 -1.57 -5.15
47 H 3.27 -1.83 -5.33
48 H 2.66 -0.43 -4.39
49 C -1.78 2.71 -2.31
50 C -0.62 2.16 -3.10
51 O -1.04 1.15 -4.04
52 C -1.58 1.61 -5.16
53 O -1.69 2.76 -5.49
54 O -1.90 0.56 -5.93
55 C -2.45 0.90 -7.20
56 H -2.33 1.89 -1.82
57 H -1.41 3.38 -1.54
58 H -2.47 3.25 -2.95
59 H 0.09 1.65 -2.45
60 H -0.09 2.95 -3.63
61 H -1.79 1.58 -7.74
62 H -3.42 1.37 -7.08
63 H -2.55 -0.04 -7.74